No. 1
97
Properties=species:S:1:pos:R:3:forces:R:3:lowdin_spin:R:1 method="wB97M-V/def2-TZVPD" homo_energy_ha="-0.4224 / -0.4656" s2=3.752 e_above_lowest_ev=2.441 charge=+2 lumo_energy_ha="-0.1515 / -0.1515" spin_multiplicity=4
V 0.1064 -0.1933 0.4289 0.0 0.2 1.4 2.81
C -0.9476 5.6014 -2.1109 -2.8 3.4 5.0 0.00
O -1.6383 6.6351 -1.9522 1.7 -1.5 0.0 0.00
N -0.5688 5.1035 -3.1910 1.6 -1.6 -8.4 0.00
N -0.4744 4.8126 -1.1448 -0.5 -0.2 4.2 0.00
H -0.5599 4.1006 -3.3106 0.5 0.4 -0.2 0.00
H -0.5422 5.7486 -3.9677 -0.5 -0.6 -0.4 0.00
H -0.6842 5.1547 -0.2179 -0.1 -0.5 0.0 0.00
H 0.0145 3.9361 -1.2579 0.2 0.5 -0.2 0.00
C 1.1248 -5.6285 2.1549 0.2 2.8 -2.6 0.00
O 1.6895 -4.5281 2.0062 -0.8 -0.1 0.4 0.00
N 0.0278 -6.0327 1.5149 -1.9 1.4 -1.5 0.00
N 1.6172 -6.5993 2.7998 2.4 -2.8 3.1 0.00
H -0.3227 -5.3300 0.8797 -0.6 -0.9 0.0 0.00
H -0.3438 -6.9633 1.6409 -0.3 0.6 -0.4 0.00
H 1.1794 -7.4904 2.6146 1.0 -0.2 1.1 0.00
H 2.4030 -6.3346 3.3764 0.1 -1.1 0.1 0.00
C -0.2173 2.7264 2.1749 -0.2 0.3 -1.6 0.00
O 0.2877 1.7911 1.6211 1.9 -4.3 -1.1 0.01
N -1.4539 3.0393 1.9571 -2.9 0.3 -0.2 0.00
N 0.4742 3.7088 2.7183 2.1 3.2 2.2 0.00
H -1.8702 3.7988 2.4767 -0.3 -0.4 -0.1 0.00
H -1.9451 2.3758 1.3753 -0.3 0.3 0.1 0.00
H 0.5275 4.4591 2.0443 0.1 0.4 0.5 0.00
H 1.3389 3.5632 3.2195 -0.1 -0.4 -0.4 0.00
C 2.9944 3.6306 -2.8271 -2.1 -0.1 7.3 0.00
O 1.9043 3.4513 -2.2669 -0.5 -1.0 -0.7 0.00
N 4.0987 3.6921 -2.0752 1.8 -0.4 1.0 0.00
N 3.2157 3.9875 -3.9934 0.7 1.5 -7.3 0.00
H 3.9946 3.6925 -1.0706 0.3 0.2 -0.6 0.00
H 4.9634 3.8589 -2.5698 0.2 0.1 1.0 0.00
H 4.1493 4.3440 -4.1401 -0.6 0.2 -0.9 0.00
H 2.4402 4.2773 -4.5720 0.3 -0.1 -0.2 0.00
C -2.8332 -2.7095 -4.6528 -1.0 0.4 -1.8 0.00
O -2.2701 -2.2973 -5.6013 2.4 0.6 -2.8 0.00
N -2.6182 -2.3172 -3.4030 0.2 0.8 4.1 0.00
N -3.9419 -3.4623 -4.6787 -0.9 -1.1 0.5 0.00
H -3.5561 -2.1880 -3.0512 0.4 0.5 1.1 0.00
H -1.9687 -1.5906 -3.1378 -0.2 0.2 -0.7 0.00
H -4.0926 -3.7395 -3.7192 -1.0 -1.3 -0.7 0.00
H -4.1390 -4.0533 -5.4736 -0.1 0.1 0.3 0.00
C 1.0366 -0.3146 -2.9641 -0.5 1.3 3.8 0.00
O 0.6677 -0.2687 -1.8023 -1.3 0.0 1.6 0.03
N 1.5305 0.7174 -3.5347 2.2 4.4 -1.5 0.00
N 0.8798 -1.3186 -3.6862 -0.7 -7.1 -4.4 0.00
H 1.5415 1.5161 -2.9166 0.7 0.6 -0.1 0.00
H 2.1748 0.6596 -4.3103 -0.4 0.2 0.0 0.00
H 0.3379 -2.1229 -3.4044 0.3 0.3 0.4 0.00
H 1.4515 -1.4968 -4.4996 -0.4 0.3 -0.2 0.00
C -2.5614 -0.9963 2.0948 -0.8 5.1 -2.0 0.01
O -1.7505 -0.4087 1.4112 1.6 1.6 -2.1 0.02
N -3.7295 -0.3634 2.2955 -1.7 -0.4 0.6 0.00
N -2.2566 -2.0485 2.6875 0.2 -6.4 3.7 0.00
H -3.7885 0.6273 2.1080 0.1 -0.4 0.0 0.00
H -4.4948 -0.8212 2.7696 0.1 0.4 0.0 0.00
H -1.4801 -2.6362 2.4195 0.1 0.5 -0.2 0.00
H -2.8817 -2.4175 3.3897 0.1 -0.2 -0.1 0.00
C 3.5018 0.1579 -0.4119 -3.7 0.3 2.2 0.00
O 2.4118 0.0765 0.1856 0.5 0.6 0.3 0.02
N 4.1776 1.2692 -0.6183 0.9 2.2 0.1 0.00
N 4.0903 -0.8638 -0.9183 2.7 -3.3 -2.4 0.00
H 5.0085 1.1920 -1.1873 -0.1 0.7 0.5 0.00
H 4.0540 2.0613 -0.0040 -0.1 -0.3 -0.4 0.00
H 4.9458 -0.6028 -1.3876 0.1 -1.0 0.1 0.00
H 3.9454 -1.8496 -0.7531 -0.6 0.5 0.1 0.00
C -2.1684 1.4407 -1.6896 1.8 0.5 -1.5 0.00
O -1.5102 1.0544 -0.7682 2.1 -1.0 1.9 0.02
N -3.3706 1.8674 -1.5560 -4.6 0.8 1.2 0.00
N -1.7922 1.6231 -2.9615 1.6 -0.6 -1.2 0.00
H -3.7281 1.7595 -0.6175 -0.6 0.0 -0.4 0.00
H -3.9346 1.7038 -2.3777 -0.7 0.4 0.7 0.00
H -2.4322 2.1554 -3.5333 0.8 -0.2 -0.4 0.00
H -0.8671 1.3153 -3.2254 -0.3 0.3 -0.4 0.00
C 1.4919 -0.7387 3.2696 3.4 -0.3 2.3 0.00
O 0.7146 -0.9333 2.4302 -6.0 -1.2 -4.8 0.01
N 2.5901 -0.1213 3.0082 4.0 3.2 -0.7 0.00
N 1.4601 -1.2551 4.4744 -1.1 -1.7 3.2 0.00
H 2.5791 0.4727 2.1914 0.2 -0.2 -0.1 0.00
H 3.3570 -0.0384 3.6601 -0.3 0.1 -0.1 0.00
H 2.2537 -1.1551 5.0910 -0.3 -0.2 -0.1 0.00
H 0.8759 -2.0712 4.5878 0.2 0.1 0.2 0.00
C -0.1285 -3.3652 -0.4849 -0.2 2.4 -0.7 0.00
O -0.2358 -2.3421 0.1085 -1.5 3.7 3.2 0.02
N 0.9752 -3.9377 -0.6325 6.5 -3.7 -0.4 0.00
N -0.9967 -3.8605 -1.2972 -4.2 -1.4 -2.4 0.00
H 1.6827 -3.8916 0.0868 0.0 -0.1 0.2 0.00
H 0.9365 -4.7357 -1.2504 1.0 -0.2 0.6 0.00
H -1.7480 -3.2310 -1.5408 -0.1 -0.4 -0.5 0.00
H -0.5029 -4.3543 -2.0268 -1.4 -0.1 -0.5 0.00
C -2.0789 1.3003 5.6893 -2.1 4.7 1.0 0.00
O -2.3804 2.4237 5.2211 0.7 -1.8 -0.6 0.00
N -2.2167 1.1101 6.9950 0.1 -0.1 1.7 0.00
N -1.7510 0.2111 5.0709 1.4 -3.0 -3.2 0.00
H -2.6611 1.8755 7.4817 0.4 -0.5 0.4 0.00
H -1.8932 0.2322 7.3754 -0.5 0.6 0.7 0.00
H -1.2902 -0.5377 5.5680 -0.1 0.2 -0.2 0.00
H -1.6053 0.2447 4.0721 0.3 0.1 0.2 0.00


No. 2
72
Properties=species:S:1:pos:R:3:forces:R:3:mulliken_charge:R:1 method="wB97M-V/def2-TZVPD" homo_energy_ha=-0.3389 smiles=CO.CO.CO.CO.CO.CO.CO.CO.CO.CO.CO.CO e_above_lowest_ev=5.384 charge=0 lumo_energy_ha=0.0074
C 3.8493 2.1434 2.3128 0.7 0.6 0.6 -0.75
O 2.5909 1.8181 1.8397 -1.6 -0.6 -0.5 -0.39
H 4.5538 1.9901 1.4953 0.1 0.2 0.2 0.22
H 3.7921 3.1792 2.6473 0.7 0.3 -0.2 0.32
H 4.1265 1.5670 3.1954 0.2 -0.4 -0.1 0.30
H 1.9584 2.2157 2.4426 -0.3 -0.1 0.0 0.22
C -3.4686 3.5254 -0.2719 -0.2 -0.1 0.5 -0.75
O -2.5501 4.2829 -1.0956 -1.1 -0.3 0.5 -0.64
H -4.2780 3.0547 -0.8299 0.3 0.2 -0.7 0.26
H -2.9465 2.7183 0.2421 0.2 0.1 0.1 0.25
H -4.0030 4.1196 0.4694 0.4 0.3 0.1 0.42
H -2.2865 5.0599 -0.5972 0.1 0.0 -0.1 0.32
C -1.9528 -2.5092 1.1670 -0.5 0.2 -0.6 -0.62
O -1.0269 -1.9434 2.0540 -0.4 -0.7 0.8 -0.44
H -2.9118 -1.9921 1.2000 -0.1 0.5 -0.1 0.13
H -1.5182 -2.3994 0.1734 -0.4 -0.5 -0.3 0.18
H -2.2627 -3.5295 1.3931 0.8 -0.2 0.2 0.40
H -0.6772 -1.1664 1.6117 0.6 0.5 0.1 0.14
C 1.5891 -2.7968 -1.2731 0.7 -0.5 0.5 0.38
O 2.7293 -3.6760 -1.2446 -0.7 0.0 -0.6 -0.63
H 1.2813 -2.4939 -0.2723 0.0 0.0 0.2 -0.34
H 1.8025 -1.8847 -1.8304 -0.1 -0.1 -0.3 -0.08
H 0.7609 -3.3668 -1.6941 0.1 0.2 -0.3 0.29
H 3.3797 -3.3904 -0.5988 -0.1 0.4 0.3 0.38
C 3.1878 -2.2636 2.0015 0.1 0.8 1.0 -0.06
O 4.0489 -2.5007 0.9201 0.1 -0.1 -1.0 -0.47
H 2.1494 -2.1839 1.6799 0.1 -0.8 -0.2 -0.14
H 3.3648 -2.9845 2.7996 -0.5 -0.1 0.0 0.39
H 3.3430 -1.2702 2.4225 0.4 0.2 0.2 0.05
H 4.9777 -2.3834 1.1325 -0.1 0.0 0.4 0.25
C 0.0518 0.7500 -0.2391 -0.2 -1.0 0.0 -0.69
O 0.4665 0.0314 0.9521 -0.2 0.8 -1.0 0.49
H -0.6797 1.5235 -0.0053 0.2 0.2 0.1 0.25
H 0.9041 1.1379 -0.7970 0.0 0.2 0.2 0.49
H -0.4380 0.0195 -0.8830 -0.1 0.0 0.0 0.00
H 1.2201 0.5360 1.2670 0.4 -0.1 0.5 -0.26
C -4.0233 -0.8308 -1.5916 0.8 1.0 -0.5 -0.77
O -2.6314 -0.6227 -2.0066 -1.5 -1.0 0.8 -0.40
H -4.2113 -1.8002 -1.1301 0.4 0.0 -0.3 0.26
H -4.2916 -0.0508 -0.8792 0.1 -0.1 0.4 0.22
H -4.6753 -0.6312 -2.4420 -0.1 -0.5 -0.2 0.34
H -2.5734 0.3305 -2.1047 0.4 0.7 -0.1 0.29
C 4.2220 -0.0142 -1.2815 -0.5 -0.4 -0.3 -0.21
O 3.6547 0.4235 -2.5327 0.3 0.3 0.8 -0.54
H 4.1394 -1.0972 -1.1895 0.2 0.0 0.0 0.17
H 5.2513 0.3004 -1.1092 0.2 0.1 -0.3 0.42
H 3.6354 0.3811 -0.4522 -0.2 0.3 -0.2 -0.16
H 4.0235 -0.0949 -3.2516 0.1 -0.1 0.1 0.31
C 0.5203 -0.4483 -3.8930 -0.5 0.1 0.1 -0.11
O -0.5908 -1.3029 -3.8145 0.0 -0.8 -0.6 -0.54
H 0.2560 0.4679 -4.4211 0.1 0.4 0.1 0.17
H 0.8744 -0.2324 -2.8850 0.4 0.3 -0.2 -0.16
H 1.2838 -0.9383 -4.4971 0.1 -0.1 0.3 0.29
H -1.3247 -0.9141 -3.3330 -0.1 0.1 0.3 0.48
C -2.4904 2.2790 -3.9971 0.3 0.1 0.2 -0.77
O -2.1319 2.0550 -2.6095 -0.4 -0.7 -1.3 -0.34
H -1.8289 1.7058 -4.6467 0.3 0.0 0.3 0.20
H -3.4933 1.9656 -4.2869 -0.3 -0.1 0.6 0.29
H -2.4097 3.3297 -4.2756 0.2 0.1 0.2 0.35
H -2.3651 2.8162 -2.0731 0.2 0.4 -0.3 0.32
C 0.6210 -0.9242 4.4405 0.6 1.3 0.8 -0.23
O 0.3595 -2.2614 4.3527 0.0 -1.3 0.4 -0.62
H 1.0536 -0.5328 3.5197 0.1 0.3 -0.1 -0.16
H -0.2201 -0.3019 4.7462 -0.6 0.0 -0.4 0.17
H 1.3019 -0.7594 5.2755 0.5 -0.1 -0.1 0.35
H -0.1172 -2.3991 3.5308 -0.4 -0.2 -0.4 0.55
C -2.9478 0.7281 2.2205 -1.8 -1.2 -0.4 -0.48
O -2.0636 1.4499 2.9686 1.8 1.2 0.4 -0.52
H -3.8974 1.2481 2.0947 -0.3 0.2 0.0 0.45
H -2.5952 0.5127 1.2118 0.6 0.3 0.1 -0.20
H -3.1849 -0.2463 2.6475 0.1 -0.1 0.2 0.42
H -2.2578 1.4709 3.9085 -0.3 -0.3 -0.2 0.30


No. 3
72
Properties=species:S:1:pos:R:3:forces:R:3:mulliken_charge:R:1 method="wB97M-V/def2-TZVPD" homo_energy_ha=-0.3580 smiles=CC(C)O.CC(C)O.CC(C)O.CC(C)O.O.O.O.O.O.O.O.O e_above_lowest_ev=1.515 charge=0 lumo_energy_ha=-0.0107
O 4.3111 0.7532 -1.2476 0.2 0.0 0.0 -0.69
H 5.0297 0.1905 -1.5361 0.3 -0.2 -0.1 0.29
H 4.6638 1.2250 -0.4932 -0.1 0.2 0.3 0.29
O -2.2289 -1.2218 3.1163 -0.1 -0.4 0.0 -0.69
H -2.2178 -1.4136 4.0540 0.0 -0.2 0.2 0.29
H -2.2626 -0.2664 3.0672 0.2 0.4 0.1 0.38
O -2.0243 1.4717 3.1999 -0.1 0.2 0.0 -0.65
H -2.9106 1.8305 3.1547 -0.3 0.1 -0.1 0.28
H -1.5098 2.1563 3.6276 0.3 0.1 0.2 0.27
O -2.6392 -2.9492 1.0244 0.1 -0.4 -0.6 -0.61
H -2.5818 -2.3143 1.7384 0.1 0.3 0.6 0.32
H -3.4556 -2.7314 0.5747 -0.2 -0.1 -0.2 0.31
O 2.0154 2.5610 2.2038 0.7 0.5 0.5 -0.66
H 1.3205 2.0443 1.7959 -0.4 -0.6 -0.5 0.50
H 1.6148 3.4146 2.3682 0.1 0.3 0.0 0.29
O 2.3712 0.0265 -2.9742 -0.3 -0.3 -0.6 -0.65
H 1.9241 0.8480 -3.1776 -0.1 0.1 -0.1 0.30
H 3.0804 0.2791 -2.3831 0.2 0.2 0.4 0.37
O 1.9674 -5.2954 1.0438 0.1 -0.1 0.2 -0.63
H 2.5367 -4.8029 0.4524 0.2 0.1 -0.2 0.31
H 1.0809 -5.1068 0.7360 -0.3 0.0 -0.1 0.32
O 1.2404 -2.3569 -4.1463 -0.2 -0.6 -0.1 -0.64
H 0.6086 -1.8433 -4.6497 -0.1 0.1 -0.1 0.28
H 1.7421 -1.7059 -3.6557 0.3 0.5 0.2 0.37
C -3.0995 -1.6118 -4.3681 1.6 0.9 0.3 -1.47
C -3.6284 -1.4977 -2.9726 -1.6 0.9 0.1 0.70
C -4.2184 -0.1218 -2.5121 2.1 -0.3 -0.9 -1.06
O -4.7410 -2.3086 -2.9643 -2.5 -2.3 0.7 -0.58
H -2.1024 -1.1822 -4.2719 0.4 -0.3 -0.8 0.25
H -3.6229 -1.0502 -5.1419 -0.3 0.1 0.2 0.37
H -3.0889 -2.6683 -4.6360 0.4 0.1 0.0 0.47
H -2.9738 -1.9969 -2.2583 0.5 0.6 0.1 0.16
H -4.7083 -0.2286 -1.5443 -0.1 0.1 -0.3 0.30
H -4.8458 0.2187 -3.3359 -0.5 -0.1 0.3 0.31
H -3.4249 0.6250 -2.4835 0.1 0.2 0.4 0.22
H -5.1457 -2.3416 -3.8343 0.0 0.1 0.0 0.33
C -2.2996 3.3345 -0.3219 0.4 -0.5 0.4 -1.06
C -3.4294 4.0533 -1.0451 0.7 -0.7 0.5 0.76
C -3.6995 5.4115 -0.5799 -1.1 2.5 0.2 -1.69
O -3.1149 4.0489 -2.4180 -0.6 -0.1 -0.9 -0.59
H -2.6525 2.5415 0.3374 0.0 -0.1 0.0 0.18
H -1.6267 3.9609 0.2637 -0.3 0.4 0.1 0.45
H -1.6374 2.8835 -1.0610 -0.2 -0.3 0.0 0.19
H -4.3982 3.5811 -0.8823 0.2 -0.8 -0.5 0.25
H -4.4583 5.8309 -1.2404 0.0 0.1 -0.4 0.40
H -2.8773 6.1265 -0.6101 0.4 -0.2 0.2 0.41
H -4.2258 5.5003 0.3705 0.5 -0.4 0.4 0.39
H -2.4453 4.7179 -2.5783 0.1 0.1 0.0 0.33
C -0.0882 0.1675 -0.9094 -0.2 -0.9 -2.1 -1.02
C 0.0794 -0.2095 0.4884 1.0 -1.3 0.1 1.04
C 1.4250 -1.0283 0.7002 -0.1 0.7 -0.3 -1.24
O 0.0675 1.0386 1.1427 0.0 0.3 1.4 -0.42
H -1.0980 0.5192 -1.1210 0.1 0.5 0.2 -0.04
H -0.0145 -0.7379 -1.5118 0.3 0.0 -0.3 0.42
H 0.7077 0.8554 -1.1946 -0.3 0.1 -0.2 0.18
H -0.8161 -0.7623 0.7724 0.3 -0.4 0.4 0.01
H 1.4662 -2.0516 0.3269 -1.0 -0.3 0.5 0.47
H 1.8341 -0.9679 1.7087 -0.5 -0.2 0.2 0.24
H 2.2368 -0.6635 0.0709 -0.1 1.0 -0.1 0.22
H -0.4247 0.8991 1.9550 -0.1 0.3 0.2 0.18
C 4.9994 -1.0601 4.4463 -0.6 -0.1 -0.3 -1.28
C 5.6159 -2.1350 3.5045 -2.5 1.9 -0.1 0.43
C 4.8552 -2.0531 2.1516 -0.4 -0.5 -0.2 -0.97
O 6.9549 -1.9000 3.3728 2.5 -1.1 0.0 -0.57
H 5.0605 -0.0702 3.9941 0.6 0.2 -0.1 0.33
H 5.4156 -1.0383 5.4535 0.2 -0.1 -0.2 0.33
H 3.9166 -1.1487 4.5352 -0.1 -0.5 0.1 0.36
H 5.4722 -3.1126 3.9647 0.3 -0.1 -0.2 0.26
H 3.7694 -2.0309 2.2445 0.0 0.3 0.6 0.19
H 4.9515 -2.9021 1.4748 0.7 -0.3 0.2 0.36
H 5.1250 -1.1769 1.5621 0.2 0.2 0.2 0.23
H 7.2765 -1.0505 3.0621 -0.9 0.2 0.0 0.34